[1]
Entry from OMol25: an isolated molecule of C2H5N3O4 (ωB97M-V with the def2-TZVPD basis set).

ORCA input file:
```
! RIJCOSX wB97M-V def2-TZVPD def2/J DEFGRID3
* xyz 0 3
C -1.35 1.62 0.61
C -1.60 0.50 -0.41
N -0.21 -0.02 -0.69
N 2.84 -1.33 -0.01
N 0.24 -1.14 -0.42
O 2.75 -1.69 1.12
O -0.15 -2.19 0.08
O 3.76 -1.05 -0.70
O 1.63 -1.07 -0.79
H -0.79 1.29 1.49
H -0.63 2.30 0.08
H -2.26 2.17 0.96
H -2.27 -0.25 0.06
H -1.95 0.86 -1.39
*
```

Values from the calculation:
Energy relative to the best compared isomer or geometry (same formula, charge and spin) (kcal per mole): 117.7
LUMO (alpha / beta) (eV): 0.43 / -3.00
Maximum force (hartree/bohr): 0.182

Mulliken atomic charge list, values in e, 5 entries:
1 C -1.051
2 C -0.165
3 N -0.484
4 N 1.084
5 N 0.928

---

[2]
Entry from OMol25: a structure of composition C26H16BaBrCl5N3O3 (ωB97M-V with the def2-TZVPD basis set).

ORCA input file:
```
! RIJCOSX wB97M-V def2-TZVPD def2/J DEFGRID3
* xyz -1 1
Ba 1.67 0.30 -1.74
C 0.49 -3.47 -0.83
O 0.83 -2.19 -0.28
C 0.60 -2.02 1.06
C -0.33 -2.75 1.78
C -0.50 -2.45 3.12
Br -1.77 -3.45 4.11
C 0.21 -1.45 3.74
C 1.15 -0.72 3.01
C 1.34 -1.01 1.67
O 2.28 -0.33 0.91
C 1.88 0.35 3.72
N 1.77 0.56 5.01
C 2.59 1.64 5.26
C 2.86 2.30 6.46
C 3.73 3.37 6.43
C 4.33 3.79 5.23
C 4.08 3.15 4.03
C 3.20 2.07 4.07
N 2.73 1.22 3.10
H 0.98 -4.26 -0.26
H 0.88 -3.46 -1.85
H -0.59 -3.62 -0.86
H -0.93 -3.52 1.31
H 0.07 -1.22 4.79
H 3.04 -0.92 0.63
H 2.39 1.97 7.38
H 3.96 3.90 7.34
H 5.01 4.63 5.25
H 4.54 3.47 3.11
H 2.94 1.22 2.12
Cl -0.51 -3.99 -4.78
C -1.25 -2.47 -4.38
C -1.87 -2.44 -3.05
Cl -2.72 -3.89 -2.58
C -1.84 -1.39 -2.23
Cl -2.73 -1.41 -0.73
C -0.80 0.57 -3.73
O 0.37 1.05 -3.81
C -1.63 -0.04 -4.91
Cl -1.49 1.07 -6.29
C -1.21 -1.45 -5.26
Cl -0.44 -1.71 -6.77
N -1.22 -0.17 -2.44
C -2.09 0.90 -2.98
C -2.55 2.05 -2.21
C -3.56 2.77 -2.71
C -4.20 2.40 -3.98
C -3.92 1.28 -4.64
C -2.94 0.29 -4.10
H -2.04 2.31 -1.30
H -3.90 3.66 -2.20
H -4.95 3.07 -4.37
H -4.44 1.04 -5.56
H -3.49 -0.62 -3.83
*
```

Values from the calculation:
Energy relative to the best compared isomer or geometry (same formula, charge and spin) (kcal per mole): 114.0
LUMO (eV): 2.11
Maximum force (hartree/bohr): 0.004

Mulliken atomic charge list, values in e, 5 entries:
1 Ba -1.072
2 C -0.808
3 O 0.120
4 C 0.536
5 C -0.208

---

[3]
Entry from OMol25: a cluster of 2 separate species, C2H6N2OS in total (ωB97M-V with the def2-TZVPD basis set).

ORCA input file:
```
! RIJCOSX wB97M-V def2-TZVPD def2/J DEFGRID3
* xyz 0 1
C 1.21 -0.91 -0.04
C -0.09 1.71 -0.25
N -1.58 -1.35 0.11
N 0.18 -0.41 0.68
O -0.01 0.88 0.90
S 2.61 -0.12 -0.19
H 1.14 -1.98 -0.45
H 0.81 2.28 -0.38
H -0.86 2.34 -0.12
H -0.22 1.25 -1.28
H -1.18 -2.30 0.00
H -2.02 -1.40 1.03
*
```

Values from the calculation:
Energy relative to the best compared isomer or geometry (same formula, charge and spin) (kcal per mole): 145.1
LUMO (alpha / beta) (eV): -1.19 / -1.19
Maximum force (hartree/bohr): 0.083

Mulliken atomic charge list, values in e, 5 entries:
1 C 0.036
2 C -0.778
3 N -0.478
4 N -0.015
5 O -0.180

---

[4]
Entry from OMol25: a structure of composition C27H46BrF3KMgN3O14 (ωB97M-V with the def2-TZVPD basis set).

ORCA input file:
```
! RIJCOSX wB97M-V def2-TZVPD def2/J DEFGRID3
* xyz 0 1
N -1.88 0.65 -2.60
C -1.20 0.78 -1.49
C 0.23 1.47 -1.35
C 1.44 0.69 -2.05
N 2.72 1.29 -1.61
C 2.87 2.68 -2.07
C 3.08 3.66 -0.81
C 2.04 4.87 -0.92
O 2.00 5.57 -1.99
O 1.21 5.22 0.16
C 1.29 0.50 -3.64
O 0.93 -0.64 -4.06
O 1.53 1.48 -4.57
H -1.30 1.06 -3.36
H -1.74 0.39 -0.52
H 0.48 1.49 -0.22
H 0.18 2.59 -1.65
H 1.42 -0.38 -1.60
H 3.52 0.70 -1.84
H 1.98 3.08 -2.67
H 3.77 2.73 -2.80
H 2.88 3.12 0.17
H 4.14 4.06 -0.80
H 0.51 5.85 -0.12
C -3.36 -6.65 1.59
O -3.06 -5.56 0.76
C -3.94 -4.45 0.95
C -3.20 -3.13 0.78
O -2.34 -2.80 1.88
C -1.17 -3.61 2.05
C -0.11 -3.40 0.96
O -0.52 -4.01 -0.25
C -0.12 -3.27 -1.40
H -4.29 -7.14 1.26
H -2.54 -7.36 1.53
H -3.46 -6.33 2.64
H -4.41 -4.48 1.94
H -4.72 -4.52 0.18
H -3.94 -2.33 0.74
H -2.65 -3.09 -0.16
H -1.44 -4.66 2.17
H -0.73 -3.29 3.00
H 0.82 -3.89 1.27
H 0.07 -2.33 0.83
H -0.45 -2.23 -1.32
H -0.61 -3.71 -2.27
H 0.96 -3.32 -1.53
O -5.04 -7.53 4.01
H -5.92 -7.58 3.56
H -4.62 -8.42 4.06
H -5.11 -7.11 4.89
C -3.49 -2.86 -3.67
C -4.24 -2.67 -2.36
O -4.39 -1.48 -1.99
O -4.62 -3.74 -1.79
H -3.20 -1.91 -4.11
H -2.59 -3.46 -3.50
H -4.13 -3.39 -4.39
Mg -0.02 -1.69 3.47
C 4.38 7.37 2.09
C 5.18 6.12 1.96
O 6.02 6.38 0.85
C 6.20 7.73 0.84
O 7.05 8.29 0.21
O 5.29 8.37 1.63
F 4.39 5.06 1.67
H 3.50 7.37 1.44
H 4.07 7.57 3.11
H 5.80 5.89 2.84
Br 3.73 7.13 -1.95
F -0.45 0.51 0.98
C 0.38 -9.39 1.84
O 0.60 -10.57 2.00
N 0.76 -8.39 2.68
C 0.46 -7.00 2.42
C 1.51 -8.73 3.88
H -0.18 -9.02 0.96
H 1.39 -6.44 2.35
H -0.14 -6.61 3.25
H -0.10 -6.89 1.49
H 2.43 -9.24 3.60
H 0.91 -9.41 4.49
H 1.74 -7.84 4.45
K -3.04 -0.53 2.54
F 1.06 9.05 0.25
C 0.47 9.39 -0.91
C 1.16 9.19 -2.10
C 0.55 9.54 -3.30
C -0.73 10.08 -3.30
C -1.41 10.28 -2.10
C -0.81 9.93 -0.90
H 2.16 8.78 -2.08
H 1.07 9.38 -4.24
H -1.20 10.36 -4.24
H -2.41 10.71 -2.10
H -1.32 10.06 0.04
*
```

Values from the calculation:
LUMO (eV): -4.53
Maximum force (hartree/bohr): 0.144

Mulliken atomic charge list, values in e, 5 entries:
1 N -0.529
2 C -0.223
3 C -0.462
4 C 0.650
5 N -0.204

---

[5]
Entry from OMol25: a structure of composition C18H36BaBrN4OSSi (ωB97M-V with the def2-TZVPD basis set).

ORCA input file:
```
! RIJCOSX wB97M-V def2-TZVPD def2/J DEFGRID3
* xyz 1 1
Ba 0.10 -0.21 -0.25
O -5.43 2.07 3.64
C -4.34 1.65 2.98
C -3.08 1.55 3.55
C -2.04 1.10 2.77
N -2.17 0.76 1.47
C -3.39 0.88 0.97
Br -3.58 0.39 -0.86
C -4.51 1.31 1.64
H -5.22 2.28 4.55
H -2.91 1.80 4.59
H -1.05 1.00 3.19
H -5.48 1.37 1.17
N 1.84 1.76 0.93
N 2.87 0.78 1.06
C 2.66 -0.32 1.79
N 3.51 -1.33 1.63
S 1.28 -0.43 2.80
H 2.29 2.67 0.98
H 1.32 1.66 1.81
H 3.49 0.73 0.26
H 4.39 -1.21 1.13
H 3.45 -2.10 2.27
C 0.23 -3.71 -2.21
C 0.45 -2.81 -3.44
C 1.03 -3.67 -4.57
C -0.96 -2.37 -3.87
Si 1.50 -1.26 -2.90
C 3.39 -1.78 -2.82
C 4.17 -0.73 -2.04
C 4.10 -1.97 -4.17
C 3.53 -3.10 -2.04
C 1.29 0.17 -4.21
C 1.34 -0.25 -5.69
C 2.36 1.25 -4.00
C -0.06 0.87 -3.94
H -0.32 -4.61 -2.48
H -0.38 -3.20 -1.45
H 1.15 -4.03 -1.72
H 0.32 -4.46 -4.85
H 1.96 -4.16 -4.29
H 1.23 -3.08 -5.47
H -1.60 -3.25 -4.00
H -0.96 -1.83 -4.82
H -1.45 -1.73 -3.13
H 4.31 0.21 -2.57
H 5.18 -1.11 -1.77
H 3.63 -0.51 -1.12
H 4.15 -1.05 -4.74
H 3.61 -2.72 -4.79
H 5.14 -2.31 -4.02
H 3.04 -3.06 -1.06
H 4.60 -3.30 -1.86
H 3.13 -3.95 -2.58
H 2.27 -0.77 -5.93
H 1.28 0.63 -6.34
H 0.52 -0.91 -5.96
H 3.34 0.94 -4.35
H 2.46 1.55 -2.95
H 2.09 2.15 -4.57
H -0.91 0.20 -3.94
H -0.25 1.64 -4.70
H -0.04 1.40 -2.98
*
```

Values from the calculation:
Energy relative to the best compared isomer or geometry (same formula, charge and spin) (kcal per mole): 15.6
LUMO (eV): -2.69
Maximum force (hartree/bohr): 0.014

Mulliken atomic charge list, values in e, 5 entries:
1 Ba 1.714
2 O -0.507
3 C 0.940
4 C -0.733
5 C -0.636

---

[6]
Entry from OMol25: a structure of composition C16H31CuN6O2 (ωB97M-V with the def2-TZVPD basis set).

ORCA input file:
```
! RIJCOSX wB97M-V def2-TZVPD def2/J DEFGRID3
* xyz 1 2
Cu 0.48 0.06 -0.23
N 0.70 -1.86 -1.09
C 0.39 -2.98 -0.17
C -1.16 -2.96 0.00
C -1.55 -3.02 1.43
N -2.97 -2.72 1.53
C -0.88 -1.91 2.29
C 0.63 -1.72 2.10
N 0.99 -0.37 1.59
C 1.11 -2.81 1.14
H 0.13 -1.80 -1.91
H 1.66 -1.82 -1.41
H -3.14 -0.58 1.07
H 0.68 -3.93 -0.63
H -1.72 -3.77 -0.56
H -1.59 -2.06 -0.42
H -1.36 -4.02 1.83
H -3.28 -2.63 2.48
H -3.47 -3.52 1.17
H -1.15 -1.95 3.35
H -1.31 -0.95 2.01
H 1.21 -1.89 3.05
H 2.03 -0.26 1.58
H 0.55 0.32 2.14
H 1.09 -3.74 1.71
H 2.16 -2.58 0.95
C -1.59 2.46 -3.21
C -1.47 1.59 -1.99
N -0.32 1.04 -1.78
O 0.65 1.37 -2.65
C -2.47 1.41 -0.94
C -3.71 2.20 -0.80
N -2.15 0.45 -0.13
O -3.07 0.33 0.87
H -1.06 2.01 -4.07
H -1.09 3.38 -3.00
H -2.63 2.60 -3.58
H 1.44 1.30 -1.93
H -4.03 2.17 0.22
H -4.50 1.87 -1.46
H -3.52 3.21 -1.18
C 0.47 3.25 0.30
C 1.78 2.55 0.27
C 2.81 2.76 1.12
C 3.83 1.81 0.79
C 3.33 1.05 -0.21
C 4.07 0.00 -1.07
N 2.03 1.43 -0.52
H 0.27 3.81 -0.63
H 0.52 3.96 1.13
H -0.41 2.59 0.48
H 2.85 3.61 1.80
H 4.82 1.81 1.19
H 4.92 -0.40 -0.52
H 4.57 0.51 -1.91
H 3.43 -0.67 -1.62
*
```

Values from the calculation:
Energy relative to the best compared isomer or geometry (same formula, charge and spin) (kcal per mole): 0.0
LUMO (alpha / beta) (eV): -2.97 / -4.37
Maximum force (hartree/bohr): 0.052

Mulliken atomic charge list, values in e, 5 entries:
1 Cu -0.335
2 N -0.663
3 C 0.734
4 C -1.066
5 C 0.325

---

[7]
Entry from OMol25: a cluster of 2 separate species, Br3H2PSi in total (ωB97M-V with the def2-TZVPD basis set).

ORCA input file:
```
! RIJCOSX wB97M-V def2-TZVPD def2/J DEFGRID3
* xyz 0 1
Si 1.15 -0.13 -0.38
P -0.68 -0.61 1.02
Br 2.98 0.68 0.68
Br 1.80 -2.02 -1.33
Br -2.29 2.56 -1.38
H -1.61 -0.99 0.05
H -1.34 0.51 1.35
*
```

Values from the calculation:
Energy relative to the best compared isomer or geometry (same formula, charge and spin) (kcal per mole): 82.5
LUMO (alpha / beta) (eV): -1.90 / -3.84
Maximum force (hartree/bohr): 0.046

Mulliken atomic charge list, values in e, 5 entries:
1 Si 0.374
2 P -0.105
3 Br -0.212
4 Br -0.188
5 Br -0.020

---

[8]
Entry from OMol25: an isolated molecule of C9H12N2 (ωB97M-V with the def2-TZVPD basis set).

ORCA input file:
```
! RIJCOSX wB97M-V def2-TZVPD def2/J DEFGRID3
* xyz 0 1
C 0.05 1.92 -0.22
C -2.07 1.14 0.16
C -3.05 0.18 0.23
C -2.70 -1.18 -0.08
C -1.39 -1.53 -0.26
C -0.26 -0.57 -0.09
C 2.01 -0.24 0.48
C 3.34 -0.80 0.19
C 3.01 0.59 -0.29
H 0.09 2.39 0.77
H 1.06 1.66 -0.58
H -0.39 2.59 -0.96
H -2.18 2.19 0.42
H -4.03 0.44 0.60
H -3.51 -2.05 -0.09
H -1.17 -2.63 -0.21
H 1.75 0.10 1.49
H 3.42 -1.55 -0.56
H 4.07 -0.97 0.98
H 2.81 0.86 -1.33
H 3.49 1.32 0.34
N -0.81 0.74 -0.06
N 0.96 -0.95 -0.18
*
```

Values from the calculation:
Energy relative to the best compared isomer or geometry (same formula, charge and spin) (kcal per mole): 85.0
LUMO (eV): 0.80
Maximum force (hartree/bohr): 0.060
Structure (SMILES): Cn1cccc/c1=N/C1CC1

Mulliken atomic charge list, values in e, 5 entries:
1 C -1.004
2 C -0.074
3 C -0.655
4 C 0.056
5 C -0.724